1.
Below is C28H34CuN3P2 as an isolated structure, with properties calculated with wB97M-V/def2-TZVPD.

The geometry in XYZ format:
```
68
Properties=species:S:1:pos:R:3:lowdin_charge:R:1
Cu -1.611 0.049 0.460 0.038
P 0.165 -1.385 0.368 1.038
P -0.585 2.031 0.024 1.019
N -2.396 -1.486 -1.641 -0.065
N 0.465 0.444 -0.099 -0.331
N -2.961 -0.383 -0.904 -0.057
C 2.913 -4.061 -1.130 -0.067
C 0.665 3.227 -0.589 -0.384
C -3.311 -0.811 -3.870 -0.050
C -0.373 2.486 4.647 -0.064
C 2.506 5.139 -1.543 -0.072
C 2.563 3.825 -1.998 -0.070
C -1.620 2.112 2.611 -0.166
C 2.234 -1.071 4.528 -0.072
C -2.487 -3.124 -3.415 -0.046
C -1.583 2.250 4.002 -0.064
C 2.847 -2.224 -2.685 -0.072
C 1.027 -1.272 1.991 -0.379
C 1.443 -2.159 -0.695 -0.382
C 0.765 2.440 2.514 -0.080
C 2.412 -1.072 2.118 -0.091
C 1.957 -3.419 -0.338 -0.094
C 0.260 -1.362 3.162 -0.106
C 1.643 2.879 -1.532 -0.097
C 0.801 2.579 3.904 -0.060
C 3.362 -3.460 -2.301 -0.072
C -3.214 -1.912 -2.800 -0.624
C 3.011 -0.975 3.377 -0.067
C -0.447 2.209 1.845 -0.406
C -4.620 -2.363 -2.369 -0.046
C 0.859 -1.262 4.421 -0.071
C 1.888 -1.584 -1.893 -0.104
C 0.610 4.566 -0.162 -0.096
C 1.526 5.512 -0.629 -0.068
H -1.480 -2.858 -3.757 0.082
H -5.221 -1.529 -1.990 0.073
H -2.318 -0.457 -4.170 0.086
H 3.217 5.875 -1.910 0.111
H 1.615 -3.917 0.568 0.111
H 2.698 -0.989 5.507 0.111
H -2.388 -3.941 -2.690 0.089
H 0.246 -1.323 5.317 0.111
H -0.819 -1.493 3.106 0.082
H 1.698 1.869 -1.930 0.083
H 1.467 6.540 -0.281 0.112
H 1.339 0.683 0.370 0.020
H 4.084 -0.823 3.456 0.111
H -1.439 -1.278 -1.947 0.090
H -5.168 -2.797 -3.213 0.094
H -0.342 2.591 5.728 0.113
H 1.701 2.513 1.965 0.113
H 3.317 3.533 -2.725 0.110
H 4.103 -3.959 -2.920 0.111
H 3.298 -5.033 -0.832 0.112
H -3.885 0.053 -3.518 0.072
H 1.484 -0.635 -2.236 0.080
H -0.153 4.888 0.545 0.110
H 1.750 2.753 4.405 0.113
H -4.570 -3.127 -1.583 0.091
H -2.501 2.172 4.578 0.113
H -2.578 1.926 2.130 0.067
H -2.319 0.046 1.957 0.122
H -3.034 -3.516 -4.280 0.092
H -3.813 -1.185 -4.770 0.093
H -3.830 -0.669 -0.404 0.122
H 3.047 -0.987 1.239 0.111
H -3.102 0.469 -1.489 0.108
H 3.183 -1.759 -3.608 0.109
```

Spin multiplicity: 2
Highest occupied orbital energy (spin up / spin down) (Ha): -0.414 / -0.417
Kohn-Sham gap (spin up / spin down) (eV): 8.638 / 6.552
Relative energy (zero: lowest compared OMol25 entry of this formula, charge and spin) (kcal/mol): 8.3
Charge: +1
E (eV): -97266.737

---

2.
Below is a 2-piece molecular cluster, C4H6N2 overall, with properties calculated with wB97M-V/def2-TZVPD.

The geometry in XYZ format:
```
12
Properties=species:S:1:pos:R:3:lowdin_charge:R:1
N -0.257 2.684 -0.226 0.121
N 0.181 -1.451 2.691 0.040
C -0.098 0.214 -0.532 -0.182
C 0.106 -0.562 -1.739 -0.014
C -0.289 1.497 0.082 -0.408
C -0.314 0.242 0.783 0.167
H -0.325 3.484 0.490 0.105
H -0.565 -2.140 2.484 -0.034
H 0.923 -1.500 1.937 -0.035
H 0.463 -0.120 -2.583 0.051
H -0.752 -1.100 -1.991 0.074
H 0.925 -1.248 -1.397 0.115
```

Spin multiplicity: 1
Highest occupied orbital energy (spin up / spin down) (Ha): -0.352 / -0.319
Kohn-Sham gap (spin up / spin down) (eV): 8.201 / 8.544
Relative energy (zero: lowest compared OMol25 entry of this formula, charge and spin) (kcal/mol): 167.2
Charge: 0
E (eV): -7218.343

---

3.
Below is an isolated ion of composition C8H9N4 and charge -1, with properties calculated with wB97M-V/def2-TZVPD.

The geometry in XYZ format:
```
21
Properties=species:S:1:pos:R:3:lowdin_charge:R:1
N 0.204 -1.783 -3.222 -0.159
N -1.008 -1.323 -3.185 -0.162
N -1.175 -0.660 -2.081 -0.022
N 0.857 -1.424 -2.131 -0.016
C -0.676 -1.617 1.287 -0.118
C 1.408 2.342 -0.842 0.035
C -0.445 0.756 2.129 -0.055
C -0.585 -2.785 1.588 0.116
C -0.621 -0.201 0.932 -0.378
C 0.019 -0.707 -1.460 -0.480
C 0.378 1.540 -0.572 -0.128
C 0.418 0.061 -0.205 -0.217
H -0.382 -3.708 2.057 0.004
H 0.563 0.417 2.525 0.107
H -1.726 0.047 0.717 0.159
H -0.593 1.814 -0.662 0.071
H -1.136 0.448 2.876 0.067
H 2.353 2.074 -0.543 0.027
H -0.447 1.680 1.761 0.016
H 1.297 3.275 -1.241 0.015
H 1.296 -0.247 0.273 0.118
```

Spin multiplicity: 1
Highest occupied orbital energy (Ha): -0.174
Kohn-Sham gap (eV): 8.223
Relative energy (zero: lowest compared OMol25 entry of this formula, charge and spin) (kcal/mol): 0.0
Charge: -1
E (eV): -14399.240

---

4.
Below is a 2-piece molecular cluster, C5H11NO overall, with properties calculated with wB97M-V/def2-TZVPD.

The geometry in XYZ format:
```
18
Properties=species:S:1:pos:R:3:lowdin_charge:R:1
O -2.257 -1.678 1.304 -0.117
N 1.277 -0.247 -1.061 0.015
C 2.147 -1.019 -0.533 -0.050
C 0.748 0.914 1.126 0.029
C -0.113 1.804 -0.996 -0.071
C 0.495 0.690 -0.176 -0.415
C -1.686 -1.345 0.070 -0.181
H -2.126 -0.432 -0.337 0.072
H 2.467 -0.964 0.522 0.074
H -2.077 -0.941 1.912 0.082
H 2.633 -1.785 -1.158 0.075
H -1.727 -2.194 -0.613 0.086
H 0.437 1.840 1.600 0.068
H 1.175 0.172 1.787 0.053
H -0.555 -1.106 0.198 0.060
H 0.206 2.791 -0.647 0.078
H 0.162 1.749 -2.053 0.073
H -1.206 1.753 -0.945 0.069
```

Spin multiplicity: 1
Highest occupied orbital energy (Ha): -0.341
Kohn-Sham gap (eV): 9.421
Relative energy (zero: lowest compared OMol25 entry of this formula, charge and spin) (kcal/mol): 80.9
Charge: 0
E (eV): -8898.188